[1]
Formula: C22H14ClN5OS
Source: the OMol25 dataset
Level of theory: wB97M-V/def2-TZVPD

Calculated values
E_HOMO: -8.41 eV
SMILES: O=C(Nc1ccc(-c2nc3ccccc3s2)cc1)c1cc(-n2cnnc2)ccc1Cl
Orbital gap: 8.071 eV

Bonds (Å) are listed after each position.
Element x y z (Å)
1 O -4.53692 -2.29022 -1.42569  C2 1.210
2 C -3.50055 -1.80082 -1.03805  O1 1.210, N3 1.363, C28 1.500
3 N -2.29541 -2.26936 -1.46801  C2 1.363, C4 1.397, H27 1.014
4 C -1.00131 -1.89775 -1.09377  N3 1.397, C5 1.396, C9 1.394
5 C 0.01171 -1.95512 -2.05258  C4 1.396, C6 1.376, H26 1.080
6 C 1.30018 -1.59262 -1.73169  C5 1.376, C7 1.398, H25 1.078
7 C 1.61297 -1.16587 -0.43776  C6 1.398, C8 1.394, C12 1.443
8 C 0.60425 -1.13921 0.52460  C7 1.394, C9 1.379, H11 1.080
9 C -0.68572 -1.50852 0.20670  C4 1.394, C8 1.379, H10 1.078
10 H -1.44394 -1.51377 0.97295  C9 1.078
11 H 0.83875 -0.83908 1.53524  C8 1.080
12 C 2.96970 -0.78317 -0.12804  C7 1.443, N13 1.283, S20 1.780
13 N 3.94536 -0.84064 -0.95916  C12 1.283, C14 1.358
14 C 5.12104 -0.42564 -0.42099  N13 1.358, C15 1.393, C19 1.415
15 C 6.35002 -0.37808 -1.07594  C14 1.393, C16 1.377, H24 1.078
16 C 7.45437 0.06893 -0.38452  C15 1.377, C17 1.394, H23 1.080
17 C 7.35780 0.46995 0.94757  C16 1.394, C18 1.381, H22 1.079
18 C 6.15153 0.43208 1.61859  C17 1.381, C19 1.384, H21 1.079
19 C 5.03716 -0.01628 0.93076  C14 1.415, C18 1.384, S20 1.735
20 S 3.40334 -0.18060 1.48946  C12 1.780, C19 1.735
21 H 6.07339 0.74189 2.64903  C18 1.079
22 H 8.24026 0.81620 1.46387  C17 1.079
23 H 8.41281 0.11108 -0.87955  C16 1.080
24 H 6.41115 -0.69064 -2.10591  C15 1.078
25 H 2.08655 -1.62725 -2.46830  C6 1.078
26 H -0.22462 -2.28191 -3.05487  C5 1.080
27 H -2.36420 -2.96098 -2.20624  N3 1.014
28 C -3.46468 -0.59775 -0.14340  C2 1.500, C29 1.388, C33 1.394
29 C -2.87420 0.57112 -0.60320  C28 1.388, C30 1.390, H44 1.080
30 C -2.89640 1.72198 0.17526  C29 1.390, C31 1.393, N37 1.398
31 C -3.51818 1.70372 1.42154  C30 1.393, C32 1.381, H36 1.079
32 C -4.10933 0.54427 1.88216  C31 1.381, C33 1.388, H35 1.078
33 C -4.09024 -0.60391 1.10213  C28 1.394, C32 1.388, Cl34 1.722
34 Cl -4.80260 -2.05398 1.69715  C33 1.722
35 H -4.59279 0.52435 2.84545  C32 1.078
36 H -3.54988 2.59957 2.02196  C31 1.079
37 N -2.29154 2.89256 -0.29331  C30 1.398, C38 1.370, C41 1.370
38 C -1.65305 3.86844 0.42505  N37 1.370, N39 1.294, H43 1.070
39 N -1.21231 4.79702 -0.36170  C38 1.294, N40 1.343
40 N -1.55693 4.47333 -1.61906  N39 1.343, C41 1.294
41 C -2.18727 3.34330 -1.58242  N37 1.370, N40 1.294, H42 1.070
42 H -2.60217 2.83840 -2.42945  C41 1.070
43 H -1.51762 3.84016 1.48588  C38 1.070
44 H -2.38669 0.57979 -1.56649  C29 1.080



[2]
Formula: C28H31N3O2
Source: the OMol25 dataset
Level of theory: wB97M-V/def2-TZVPD

Calculated values
E_HOMO: -7.18 eV
Orbital gap: 6.212 eV

Bonds (Å) are listed after each position.
Element x y z (Å)
1 C 3.89034 -0.59438 0.76178  C2 1.513, N6 1.419, H7 1.092, H8 1.098
2 C 4.73105 -1.03368 1.93988  C1 1.513, O3 1.440, H9 1.097, H10 1.096
3 O 4.04402 -0.54876 3.10899  C2 1.440, C4 1.374
4 C 2.95727 0.18501 2.69887  O3 1.374, O5 1.223, N6 1.387
5 O 2.20001 0.63189 3.54920  C4 1.223
6 N 2.91954 0.28023 1.31581  C1 1.419, C4 1.387
7 H 4.50931 -0.12210 -0.00377  C1 1.092
8 H 3.41869 -1.47270 0.30139  C1 1.098
9 H 4.82013 -2.12487 2.00383  C2 1.097
10 H 5.72244 -0.56892 1.88545  C2 1.096
11 C -3.91789 -4.91609 -2.92122  N12 1.453, H38 1.099, H39 1.097, H40 1.106
12 N -2.95187 -4.06135 -3.59098  C11 1.453, C13 1.450, C14 1.364
13 C -2.56652 -4.41591 -4.94282  N12 1.450, H41 1.096, H42 1.097, H43 1.104
14 C -2.39922 -3.00187 -2.93308  N12 1.364, C15 1.420, C37 1.421
15 C -1.46795 -2.13699 -3.56611  C14 1.420, C16 1.385, H44 1.086
16 C -0.82235 -1.14811 -2.84322  C15 1.385, C17 1.417, H45 1.086
17 C -1.09647 -0.93620 -1.46956  C16 1.417, C18 1.462, C36 1.427
18 C -0.33456 0.02554 -0.67442  C17 1.462, C19 1.412, C27 1.469
19 C 0.96885 0.43146 -1.03324  C18 1.412, C20 1.406, H46 1.101
20 C 1.84145 1.24531 -0.28963  C19 1.406, C21 1.460, H47 1.090
21 C 2.84716 2.08746 -0.93072  C20 1.460, C22 1.416, C26 1.415
22 C 3.33572 3.25019 -0.28741  C21 1.416, C23 1.398, H48 1.088
23 C 4.28157 4.06945 -0.90964  C22 1.398, C24 1.408, H49 1.089
24 C 4.74617 3.74874 -2.19918  C23 1.408, C25 1.399, H50 1.098
25 C 4.26360 2.60980 -2.85367  C24 1.399, C26 1.399, H51 1.098
26 C 3.30902 1.79475 -2.23633  C21 1.415, C25 1.399, H52 1.094
27 C -0.94816 0.57473 0.54261  C18 1.469, C28 1.399, C35 1.422
28 C -0.19476 0.58291 1.72174  C27 1.399, C29 1.378, H53 1.082
29 C -0.71839 0.97342 2.93489  C28 1.378, C30 1.410, H54 1.085
30 C -2.03269 1.47921 2.99884  C29 1.410, N31 1.364, C34 1.429
31 N -2.53364 1.92596 4.18580  C30 1.364, C32 1.447, C33 1.448
32 C -3.74716 2.70837 4.28642  N31 1.447, H55 1.097, H56 1.104, H57 1.099
33 C -1.93150 1.60528 5.46333  N31 1.448, H58 1.098, H59 1.099, H60 1.098
34 C -2.80639 1.52767 1.79858  C30 1.429, C35 1.383, H61 1.095
35 C -2.27641 1.07769 0.60262  C27 1.422, C34 1.383, H62 1.096
36 C -2.10507 -1.74697 -0.86929  C17 1.427, C37 1.383, H63 1.091
37 C -2.72709 -2.76256 -1.57176  C14 1.421, C36 1.383, H64 1.092
38 H -4.66437 -4.30149 -2.39824  C11 1.099
39 H -4.42843 -5.54652 -3.65979  C11 1.097
40 H -3.43668 -5.56589 -2.16729  C11 1.106
41 H -1.51533 -4.15607 -5.11247  C13 1.096
42 H -2.69350 -5.49604 -5.08906  C13 1.097
43 H -3.17281 -3.88835 -5.69914  C13 1.104
44 H -1.23689 -2.26098 -4.62009  C15 1.086
45 H -0.09860 -0.51282 -3.34607  C16 1.086
46 H 1.34996 0.03916 -1.98935  C19 1.101
47 H 1.54074 1.65253 0.67603  C20 1.090
48 H 2.89931 3.54261 0.66508  C22 1.088
49 H 4.62583 4.97656 -0.41548  C23 1.089
50 H 5.48062 4.39514 -2.69745  C24 1.098
51 H 4.58982 2.36605 -3.87385  C25 1.098
52 H 2.84827 0.97734 -2.79822  C26 1.094
53 H 0.83762 0.26288 1.67009  C28 1.082
54 H -0.08391 0.93119 3.81423  C29 1.085
55 H -3.90228 3.32585 3.39296  C32 1.097
56 H -4.62977 2.06332 4.43840  C32 1.104
57 H -3.64395 3.35641 5.16844  C32 1.099
58 H -1.60006 0.55928 5.50699  C33 1.098
59 H -1.06969 2.24911 5.68807  C33 1.099
60 H -2.70301 1.78378 6.22351  C33 1.098
61 H -3.83551 1.89965 1.83988  C34 1.095
62 H -2.87356 1.13284 -0.31511  C35 1.096
63 H -2.36039 -1.61021 0.18258  C36 1.091
64 H -3.45169 -3.39897 -1.05860  C37 1.092